Record 1
Computed, not measured: the molecule C5H8O2, with ωB97M-V with the def2-TZVPD basis set.

Values from the calculation:
Relative energy (zero: lowest compared OMol25 entry of this formula, charge and spin)   23.58 kcal per mole
HOMO-LUMO gap   10.14 eV
HOMO energy   -9.3 eV

```
! RIJCOSX wB97M-V def2-TZVPD def2/J DEFGRID3
* xyz 0 1
O 0.79 -0.86 -2.01
H 2.44 0.67 0.04
H -2.39 -0.09 0.60
H -1.54 -1.55 0.01
C -0.38 0.28 -0.09
C 0.77 -0.34 -0.93
C 1.77 -0.18 0.20
H 0.30 -0.66 1.80
O -0.54 1.66 -0.37
H 2.37 -1.07 0.43
H -1.01 1.74 -1.20
H 0.65 1.09 1.69
C 0.57 0.15 1.13
H -2.13 -0.36 -1.14
C -1.69 -0.47 -0.15
*
```

Atomic partial charges in e from the Löwdin method, atoms 1 to 6:
1. O 0.124
2. H 0.123
3. H 0.091
4. H 0.093
5. C -0.510
6. C -0.334

Record 2
Computed, not measured: a structure of composition C5H8O2, with ωB97M-V with the def2-TZVPD basis set.

Values from the calculation:
Relative energy (zero: lowest compared OMol25 entry of this formula, charge and spin)   64.79 kcal per mole
HOMO-LUMO gap   10.06 eV
HOMO energy   -9.5 eV

```
! RIJCOSX wB97M-V def2-TZVPD def2/J DEFGRID3
* xyz 0 1
H 0.45 1.78 -1.81
C -1.03 0.20 1.68
C -0.07 -0.08 0.79
H 2.91 -0.69 -0.16
H 0.11 2.43 -1.66
H -1.06 -0.16 -1.22
C -0.99 -0.69 -0.26
O -3.28 -0.44 0.81
C 1.40 0.14 0.74
H 1.59 1.14 0.32
H -0.85 -1.76 -0.44
H -1.04 0.65 2.67
C -2.09 -0.33 0.78
O 1.97 -0.87 -0.07
H 1.81 0.13 1.76
*
```

Atomic partial charges in e from the Löwdin method, atoms 1 to 6:
1. H 0.026
2. C 0.063
3. C -0.188
4. H 0.093
5. H 0.044
6. H 0.100

Record 3
Computed, not measured: the molecule C5H8O2, with ωB97M-V with the def2-TZVPD basis set.

Values from the calculation:
Relative energy (zero: lowest compared OMol25 entry of this formula, charge and spin)   121.34 kcal per mole
HOMO-LUMO gap   8.46 eV
HOMO energy   -7.6 eV

```
! RIJCOSX wB97M-V def2-TZVPD def2/J DEFGRID3
* xyz 0 1
C -0.25 -1.08 1.08
H -0.84 -0.52 2.78
C 1.14 0.28 0.27
H 0.56 2.24 -0.54
H 0.91 -0.84 1.18
O -1.10 -0.39 1.86
H -0.04 0.59 -2.71
H 2.22 0.40 0.23
H -0.67 1.55 0.64
H -1.77 -0.81 -0.46
H -0.48 -1.96 -0.90
C 0.21 0.10 -0.87
C 0.16 1.36 -0.04
C -0.70 -1.02 -0.39
O 0.64 0.14 -2.19
*
```

Atomic partial charges in e from the Löwdin method, atoms 1 to 6:
1. C -0.171
2. H 0.117
3. C -0.073
4. H 0.113
5. H 0.105
6. O -0.008

Record 4
Computed, not measured: the molecule C5H8O2 at a distorted geometry, with ωB97M-V with the def2-TZVPD basis set.

Values from the calculation:
Relative energy (zero: lowest compared OMol25 entry of this formula, charge and spin)   88.69 kcal per mole
HOMO-LUMO gap   9.35 eV
HOMO energy   -9.0 eV

```
! RIJCOSX wB97M-V def2-TZVPD def2/J DEFGRID3
* xyz 0 1
C -1.86 0.00 1.06
H 0.38 -0.36 -1.45
C -0.30 -0.94 -0.57
H -0.77 -1.89 -0.88
H 1.83 1.16 -1.57
C 1.14 0.91 -0.76
O 0.19 1.64 -0.53
C 1.58 -0.11 0.32
H -1.90 0.48 -1.01
H 1.57 0.46 1.25
C -1.37 0.03 -0.18
H -1.30 -0.48 1.86
H 2.58 -0.55 0.15
O 0.67 -1.20 0.39
H -2.83 0.41 1.28
*
```

Atomic partial charges in e from the Löwdin method, atoms 1 to 6:
1. C 0.027
2. H 0.155
3. C -0.233
4. H 0.142
5. H 0.133
6. C -0.287

Record 5
Computed, not measured: the molecule C5H8O2, with ωB97M-V with the def2-TZVPD basis set.

Values from the calculation:
Relative energy (zero: lowest compared OMol25 entry of this formula, charge and spin)   130.52 kcal per mole
HOMO-LUMO gap   9.31 eV
HOMO energy   -8.6 eV

```
! RIJCOSX wB97M-V def2-TZVPD def2/J DEFGRID3
* xyz 0 1
H -1.53 -1.08 1.09
H -0.70 -1.61 -1.16
H 1.59 -0.84 -0.47
O 1.29 1.06 -1.14
H 0.74 -0.37 1.75
H 1.84 -0.39 -2.40
O -2.16 0.75 0.64
C 0.75 -0.06 -0.46
C 0.27 0.23 0.97
C 2.29 0.17 -1.53
H -1.86 1.55 0.19
C -1.16 -0.22 0.54
H -1.10 0.05 -1.68
C -0.64 -0.55 -0.89
H 0.35 1.29 1.23
*
```

Atomic partial charges in e from the Löwdin method, atoms 1 to 6:
1. H 0.146
2. H 0.117
3. H 0.136
4. O -0.156
5. H 0.120
6. H 0.039

Record 6
Computed, not measured: a structure of composition C5H8O2, with ωB97M-V with the def2-TZVPD basis set.

Values from the calculation:
Relative energy (zero: lowest compared OMol25 entry of this formula, charge and spin)   42.54 kcal per mole
HOMO-LUMO gap   10.30 eV
HOMO energy   -9.5 eV

```
! RIJCOSX wB97M-V def2-TZVPD def2/J DEFGRID3
* xyz 0 1
H -2.80 -0.08 -0.61
H 0.62 -0.29 1.89
O 0.66 1.22 -0.80
C -0.30 1.00 0.25
O -1.99 -0.29 -1.09
C 1.30 0.04 -0.25
H 0.25 -1.17 -1.71
C 0.29 -1.05 -0.63
H 1.45 1.29 1.58
H -1.42 -0.72 0.82
H 2.35 -0.07 -0.53
H -0.93 1.86 0.48
C -0.98 -0.33 -0.11
H 0.48 -2.03 -0.17
C 0.84 0.49 1.15
*
```

Atomic partial charges in e from the Löwdin method, atoms 1 to 6:
1. H 0.094
2. H 0.116
3. O -0.049
4. C -0.247
5. O -0.009
6. C -0.273

Record 7
Computed, not measured: the molecule C5H8O2 at a distorted geometry, with ωB97M-V with the def2-TZVPD basis set.

Values from the calculation:
Relative energy (zero: lowest compared OMol25 entry of this formula, charge and spin)   37.36 kcal per mole
HOMO-LUMO gap   10.78 eV
HOMO energy   -10.0 eV

```
! RIJCOSX wB97M-V def2-TZVPD def2/J DEFGRID3
* xyz 0 1
H 0.29 -1.21 -0.54
C 1.40 0.48 -0.13
O 2.41 -0.15 -0.12
H 2.31 1.95 0.69
C -2.09 -0.79 -0.25
C -2.27 -1.60 0.77
C -1.16 0.42 -0.31
H 0.14 -0.02 -1.85
H -1.02 0.81 0.69
H -1.52 1.26 -1.01
H -1.83 -1.53 1.81
O 1.39 1.58 0.67
C 0.23 -0.05 -0.70
H -2.55 -0.94 -1.15
H -2.91 -2.50 0.66
*
```

Atomic partial charges in e from the Löwdin method, atoms 1 to 6:
1. H 0.171
2. C -0.587
3. O 0.115
4. H 0.146
5. C -0.200
6. C -0.008

Record 8
Computed, not measured: the molecule C5H8O2 at a distorted geometry, with ωB97M-V with the def2-TZVPD basis set.

Values from the calculation:
Relative energy (zero: lowest compared OMol25 entry of this formula, charge and spin)   62.46 kcal per mole
HOMO-LUMO gap   9.62 eV
HOMO energy   -8.7 eV

```
! RIJCOSX wB97M-V def2-TZVPD def2/J DEFGRID3
* xyz 0 1
H 1.69 0.65 1.34
H 0.17 -0.92 -1.66
O 2.11 0.18 -0.63
H 2.57 -0.66 -0.51
H 0.23 1.88 -0.98
C -0.48 -1.04 -0.79
C 1.17 0.36 0.42
C 0.05 1.33 -0.04
H -0.20 2.03 0.76
H -1.15 -1.89 -0.86
H -2.73 -0.48 0.33
C -0.93 0.17 -0.04
O -2.17 0.26 0.61
C 0.10 -0.75 0.57
H -0.43 -1.12 1.45
*
```

Atomic partial charges in e from the Löwdin method, atoms 1 to 6:
1. H 0.143
2. H 0.110
3. O -0.035
4. H 0.102
5. H 0.117
6. C -0.013